# 1
Here is one molecule with the formula C6H4O from the OMol25 dataset. Energies are from ωB97M-V/def2-TZVPD.

```
! wB97M-V def2-TZVPD RIJCOSX def2/J DEFGRID3
* xyz 0 1
C -2.35 0.03 -0.86
C -0.98 -0.42 -0.69
C 0.10 -0.33 -0.18
C 0.98 0.34 0.76
O 0.51 1.21 1.47
C 2.38 -0.02 0.81
C 3.54 -0.32 0.85
H -2.38 0.79 -1.64
H -2.58 0.51 0.10
H -3.08 -0.75 -1.07
H 4.58 -0.57 0.92
*
```

Values from the calculation:
Frontier orbital gap, eV: 9.75
SMILES: C#CC(=O)C#CC
ΔE to the lowest compared entry with this formula, charge and spin, eV: 2.924
HOMO, Ha: -0.3693

---

# 2
Here is one molecule with the formula C6H4O from the OMol25 dataset. Energies are from ωB97M-V/def2-TZVPD.

```
! wB97M-V def2-TZVPD RIJCOSX def2/J DEFGRID3
* xyz 0 1
C -1.79 0.45 -0.70
C -0.30 0.33 -0.53
C 0.53 0.79 -1.44
C 0.21 -0.33 0.71
O -0.55 -0.69 1.59
C 1.65 -0.51 0.80
C 2.85 -0.67 0.85
H -2.06 1.00 -1.61
H -2.21 0.97 0.17
H -2.24 -0.55 -0.75
H 3.91 -0.81 0.90
*
```

Values from the calculation:
Frontier orbital gap, eV: 9.77
ΔE to the lowest compared entry with this formula, charge and spin, eV: 4.210
HOMO, Ha: -0.3933

---

# 3
Here is C6H4O11P2V as an isolated structure from the OMol25 dataset. Energies are from ωB97M-V/def2-TZVPD.

```
! wB97M-V def2-TZVPD RIJCOSX def2/J DEFGRID3
* xyz -4 2
O -4.97 1.58 1.67
V -3.57 1.82 0.40
P -0.91 2.42 3.51
O -2.26 2.78 2.45
O -1.78 1.43 4.19
O -1.28 3.87 3.92
O 0.58 2.29 3.06
P -2.57 -0.34 -2.03
O -1.26 0.15 -1.77
O -3.62 2.95 -0.90
O -3.68 0.44 -0.91
O -3.25 -1.18 -3.10
C 1.78 -0.38 -1.61
C 1.85 -0.37 -0.28
C 2.62 -1.41 0.53
O 2.93 -1.11 1.65
C 2.65 -2.82 -0.15
C 2.71 -2.74 -1.47
C 2.53 -1.47 -2.28
O 3.02 -1.48 -3.37
H 1.37 0.43 -2.20
H 1.35 0.39 0.33
H 2.95 -3.63 0.50
H 2.82 -3.60 -2.16
*
```

Values from the calculation:
Frontier orbital gap (alpha / beta), eV: 3.61 / 3.60
HOMO (alpha / beta), Ha: 0.1930 / 0.1930
⟨S²⟩: 0.764

---

# 4
Here is one molecule with the formula C6H4S2 from the OMol25 dataset. Energies are from ωB97M-V/def2-TZVPD.

```
! wB97M-V def2-TZVPD RIJCOSX def2/J DEFGRID3
* xyz 0 1
C -0.43 -1.84 0.48
C 0.05 -0.72 -0.08
C 1.49 -0.60 -0.32
C -0.89 0.38 -0.48
C -0.58 1.69 0.02
C -0.36 2.77 0.47
H 0.26 -2.61 0.81
H -1.51 -2.02 0.64
H 2.09 -1.41 0.17
H -0.13 3.74 0.86
S 2.25 0.51 -1.21
S -2.23 0.10 -1.36
*
```

Values from the calculation:
Frontier orbital gap, eV: 7.73
SMILES: C#CC(=S)C(=C)C=S
ΔE to the lowest compared entry with this formula, charge and spin, eV: 0.000
HOMO, Ha: -0.3265

---

# 5
Here is C6H5Br2N3 as an isolated structure from the OMol25 dataset. Energies are from ωB97M-V/def2-TZVPD.

```
! wB97M-V def2-TZVPD RIJCOSX def2/J DEFGRID3
* xyz 0 1
C 1.91 -0.43 0.68
C 1.29 -0.17 -0.48
C -0.11 -0.30 1.22
C -1.27 -0.34 2.04
C -1.22 0.27 -0.93
C -2.85 -0.12 0.29
N 1.17 -0.38 1.77
N -2.46 -0.35 1.51
N -0.07 -0.08 -0.15
Br -3.95 1.40 0.15
Br -3.84 -1.73 -0.50
H 2.96 -0.46 0.77
H 1.81 0.16 -1.33
H -1.03 -0.41 3.05
H -1.19 -0.42 -1.91
H -1.24 1.33 -1.11
*
```

Values from the calculation:
Frontier orbital gap, eV: 8.06
ΔE to the lowest compared entry with this formula, charge and spin, eV: 0.000
HOMO, Ha: -0.3334

---

# 6
Here is one molecule with the formula C6H5BrClIN2O2 from the OMol25 dataset. Energies are from ωB97M-V/def2-TZVPD.

```
! wB97M-V def2-TZVPD RIJCOSX def2/J DEFGRID3
* xyz 0 1
C 1.82 -0.76 0.65
C 1.55 0.54 0.73
C -0.43 -1.37 0.07
C 0.87 -1.78 0.15
C -0.89 0.00 0.36
C 0.22 1.03 0.15
N -2.13 0.30 -0.48
N 0.50 1.14 -1.45
O 0.87 0.19 -2.09
O 0.28 2.25 -1.83
Cl 1.48 -3.32 -0.18
Br -0.46 2.75 0.73
I -3.88 -0.25 0.62
H 2.85 -1.18 0.83
H 2.12 1.20 1.21
H -1.20 -2.13 -0.34
H -1.16 0.09 1.50
H -2.39 1.32 -0.62
*
```

Values from the calculation:
Frontier orbital gap, eV: 8.32
SMILES: O=[N+]([O-])[C@]1(Br)C=CC(Cl)=C[C@@H]1NI
ΔE to the lowest compared entry with this formula, charge and spin, eV: 0.000
HOMO, Ha: -0.3352

---

# 7
Here is an isolated ion of composition C6H5BrClN2O3P and charge -2 from the OMol25 dataset. Energies are from ωB97M-V/def2-TZVPD.

```
! wB97M-V def2-TZVPD RIJCOSX def2/J DEFGRID3
* xyz -2 1
C -0.12 -1.33 1.17
C -1.20 -1.95 1.74
C -1.63 -0.27 -0.36
C -0.30 -0.44 0.09
C -2.45 -1.68 1.20
C 0.78 1.25 -1.34
N -2.67 -0.87 0.19
N 0.75 0.16 -0.47
O 1.80 2.86 0.46
O 3.18 0.84 -0.31
O 3.00 2.92 -1.83
P 2.41 2.11 -0.71
Cl -3.87 -2.44 1.88
Br 0.77 0.60 -3.23
H 0.88 -1.49 1.55
H -1.10 -2.63 2.58
H -1.87 0.38 -1.19
H -0.11 1.88 -1.30
H 1.75 0.11 -0.11
*
```

Values from the calculation:
Frontier orbital gap, eV: 5.16
SMILES: O=P([O-])([O-])[C@@H](Br)Nc1ccc(Cl)nc1
ΔE to the lowest compared entry with this formula, charge and spin, eV: 0.687
HOMO, Ha: -0.0234

---

# 8
Here is C6H5CeN2O5S as an isolated structure from the OMol25 dataset. Energies are from ωB97M-V/def2-TZVPD.

```
! wB97M-V def2-TZVPD RIJCOSX def2/J DEFGRID3
* xyz 2 2
O -1.17 -2.37 -6.20
C -0.55 -2.12 -5.28
Ce 0.09 -0.04 -1.10
O 1.66 -1.84 -2.90
C 1.08 -1.15 -2.19
C 1.35 0.15 0.23
O 2.14 0.27 1.06
C -1.21 1.02 -0.32
O -2.05 1.67 0.11
C 0.62 1.40 -2.12
O 0.91 2.28 -2.79
H -0.99 -0.21 -2.23
N -0.41 1.35 3.15
C -0.20 0.10 2.51
N -0.11 -1.09 3.27
S -0.07 0.04 0.89
H -0.49 1.39 4.18
H -0.47 2.22 2.61
H 0.04 -2.00 2.81
H -0.19 -1.06 4.30
*
```

Values from the calculation:
Frontier orbital gap (alpha / beta), eV: 5.90 / 5.78
ΔE to the lowest compared entry with this formula, charge and spin, eV: 27.041
HOMO (alpha / beta), Ha: -0.6052 / -0.6070
⟨S²⟩: 0.832

---

# 9
Here is C6H5Cl2DyNO3Y as an isolated structure from the OMol25 dataset. Energies are from ωB97M-V/def2-TZVPD.

```
! wB97M-V def2-TZVPD RIJCOSX def2/J DEFGRID3
* xyz 4 6
Dy 0.23 0.20 -5.03
Y -0.18 0.43 -0.84
Cl -1.23 1.81 -4.09
Cl 1.32 -0.65 -2.87
C -0.76 -1.52 -0.10
C 0.27 1.00 -7.40
C 0.41 -0.89 -7.38
O -1.30 -2.52 0.23
O 0.00 1.66 -8.34
O 0.38 -1.50 -8.39
C -0.41 -0.18 5.00
C 0.62 0.51 4.09
C 0.35 0.47 2.68
N 0.08 0.54 1.55
H -1.39 0.29 4.86
H -0.16 -0.13 6.06
H -0.50 -1.24 4.78
H 0.65 1.60 4.34
H 1.62 0.13 4.34
*
```

Values from the calculation:
Frontier orbital gap, eV: 6.21
ΔE to the lowest compared entry with this formula, charge and spin, eV: 0.535
HOMO, Ha: -0.8522
⟨S²⟩: 9.353

---

# 10
Here is C6H5CrN2O5S as an isolated structure from the OMol25 dataset. Energies are from ωB97M-V/def2-TZVPD.

```
! wB97M-V def2-TZVPD RIJCOSX def2/J DEFGRID3
* xyz 1 5
O -0.27 -2.78 2.20
C -0.55 -2.23 1.24
Cr -0.90 -0.86 -0.61
C -1.11 0.31 -2.06
O -1.20 1.09 -2.93
C -2.20 -2.00 -1.73
O -2.90 -2.31 -2.62
C -2.48 -0.14 0.28
O -3.39 0.39 0.77
C 0.45 -1.87 -1.54
O 1.26 -2.42 -2.18
H -1.91 -2.53 -0.57
N 2.23 1.37 2.20
C 1.62 1.63 1.03
N 1.95 2.77 0.40
S 0.41 0.56 0.42
H 2.87 2.02 2.62
H 2.02 0.53 2.74
H 1.51 3.04 -0.49
H 2.59 3.44 0.80
*
```

Values from the calculation:
Frontier orbital gap (alpha / beta), eV: 6.54 / 6.06
ΔE to the lowest compared entry with this formula, charge and spin, eV: 1.111
HOMO (alpha / beta), Ha: -0.3737 / -0.4445
⟨S²⟩: 6.085

---

# 11
Here is one molecule with the formula C6H5IS from the OMol25 dataset. Energies are from ωB97M-V/def2-TZVPD.

```
! wB97M-V def2-TZVPD RIJCOSX def2/J DEFGRID3
* xyz 0 1
C 0.70 -1.10 1.19
C 0.90 0.35 0.93
C 0.30 -2.10 0.46
C -0.89 0.96 -0.78
C -1.67 0.65 -1.76
C -0.10 1.21 0.22
S -0.26 -3.29 -0.36
I 2.90 0.61 -0.14
H 1.10 -1.42 2.16
H 1.13 0.83 1.87
H -1.36 0.78 -2.78
H -2.67 0.28 -1.60
H -0.09 2.23 0.60
*
```

Values from the calculation:
Frontier orbital gap, eV: 7.95
SMILES: C=C=C[C@H](I)C=C=S
ΔE to the lowest compared entry with this formula, charge and spin, eV: 1.501
HOMO, Ha: -0.3106

---

# 12
Here is one molecule with the formula C6H5N from the OMol25 dataset. Energies are from ωB97M-V/def2-TZVPD.

```
! wB97M-V def2-TZVPD RIJCOSX def2/J DEFGRID3
* xyz 0 1
C -1.55 0.72 0.01
C -0.28 1.10 -0.04
C 1.96 -0.38 -0.68
C 1.96 -0.41 0.64
C -1.68 -0.75 -0.06
C 0.69 -0.05 -0.05
N -0.70 -1.50 0.01
H -2.49 1.35 0.18
H 0.09 2.08 0.32
H 2.14 -0.64 -1.66
H 2.50 -0.36 1.42
H -2.64 -1.16 -0.08
*
```

Values from the calculation:
Frontier orbital gap, eV: 9.03
ΔE to the lowest compared entry with this formula, charge and spin, eV: 4.672
HOMO, Ha: -0.3011

---

> Which formula does entry 6 have?

C6H5BrClIN2O2